Entry 1:
{
  "formula": "C8H10O",
  "method": "ωB97M-V with the def2-TZVPD basis set",
  "species": ["C", "C", "C", "C", "C", "C", "C", "C", "H", "H", "H", "H", "H", "H", "H", "H", "H", "H", "O"],
  "coordinates": [[2.49230, -0.82447, -1.05533], [1.35505, 0.03909, -0.65246], [0.10990, -0.32143, -0.12916], [-0.67170, 0.74599, 0.45150], [-0.38687, 2.19846, 0.78654], [-1.91938, 0.28987, 0.71018], [-2.06006, -1.08925, 0.30524], [-0.75240, -1.48344, -0.35038], [2.27315, -1.78057, -1.38926], [3.26774, -0.96886, -0.31659], [3.27604, -0.40482, -1.91977], [1.76063, 0.93760, -0.32553], [-0.12852, 2.77370, -0.05418], [0.48086, 1.97369, 1.51189], [-1.18723, 2.68161, 1.27471], [-2.65121, 0.92349, 1.18218], [-2.17179, -1.79513, 1.16269], [-2.78066, -1.28143, -0.56052], [-0.30585, -2.61410, -0.63174]],
  "atomic_forces_ev_per_a": [[2.6477, 1.4031, -2.8456], [-0.8447, -3.0011, 1.7852], [3.5253, 2.9923, -2.8670], [-3.4860, 0.9012, 0.5373], [2.7702, -3.1793, 1.3736], [1.3909, 1.2524, -0.0687], [-1.5059, -2.9984, -1.6407], [2.6382, -2.5267, 1.7606], [-0.8768, -1.8186, -0.6138], [-0.2205, 0.2388, 1.0341], [-2.4787, -0.4423, 1.7733], [-0.0107, 2.1452, 0.3372], [0.8728, 0.6920, -1.0375], [-0.8364, 1.6247, -0.8857], [-0.9413, 0.1785, 0.7216], [-0.3939, -0.2148, -0.0392], [-0.5192, 0.2308, -0.8133], [0.0480, 0.1490, 1.5691], [-1.7790, 2.3733, -0.0804]],
  "lowdin_charge": [-0.098, -0.024, -0.119, -0.262, -0.029, -0.061, -0.123, -0.317, 0.030, 0.069, 0.138, 0.075, 0.061, 0.121, 0.057, 0.112, 0.145, 0.156, 0.070],
  "smiles": "C/C=C1\\C(=O)CC=C1C",
  "gap_ev": 8.2,
  "total_energy_ha": -385.97686,
  "largest_force_ev_per_a": 5.441,
  "relative_energy_kj_mol": 254.5
}

Entry 2:
{
  "formula": "C8H10O2PS",
  "method": "ωB97M-V with the def2-TZVPD basis set",
  "species": ["C", "C", "C", "C", "C", "C", "C", "C", "O", "O", "P", "S", "H", "H", "H", "H", "H", "H", "H", "H", "H", "H"],
  "coordinates": [[-3.32690, 0.70677, -0.06445], [-2.78008, 0.35579, 1.11445], [-2.65062, 0.47867, -1.21292], [-1.48965, -0.15589, 1.21001], [-1.35773, -0.20920, -1.20164], [-0.77949, -0.48770, 0.03585], [3.10294, -0.34468, 0.03735], [2.85745, 1.22074, -0.04780], [0.89416, -2.40254, 1.21528], [0.70386, -2.33252, -1.37712], [0.57229, -1.63116, -0.05521], [1.35155, 1.62864, 0.89588], [-4.27324, 1.24206, 0.04959], [-3.37875, 0.64092, 2.08818], [-2.99332, 0.94550, -2.24127], [-0.95019, -0.41321, 2.13787], [-0.73364, -0.34725, -2.06409], [3.18511, -0.71331, 1.04645], [1.89917, -0.63436, -0.09168], [3.72064, -0.79046, -0.74079], [2.73574, 1.38696, -1.06695], [3.69072, 1.85623, 0.33298]],
  "atomic_forces_ev_per_a": [[-1.5641, 0.9136, -0.4578], [0.8001, 0.0868, 4.5974], [2.1526, 0.0571, -3.9294], [0.5553, -1.0702, 0.2139], [-1.9190, 1.7890, 1.0043], [-1.5904, 0.0979, -0.6731], [-2.3919, 1.7730, 0.0698], [0.4073, -1.4513, 2.1135], [-0.7033, 1.9616, -1.8093], [-0.1633, 1.6454, 0.9777], [0.4920, -4.2038, 1.5447], [0.3431, 0.1422, -0.1295], [0.1604, -0.1838, -0.8243], [1.4160, -0.7860, -1.9104], [0.4950, -1.2411, 2.2094], [-0.7318, 0.3805, -0.3102], [-0.3604, -0.2114, -0.5257], [0.5502, -0.1712, 0.2615], [2.6017, 0.7474, -0.3882], [-0.1179, -0.2221, 0.1298], [-0.2316, 0.7352, -1.8993], [-0.2001, -0.7886, -0.2647]],
  "lowdin_charge": [-0.173, -0.126, -0.084, -0.102, -0.069, -0.379, -0.141, -0.750, -0.355, -0.342, 0.546, 0.266, 0.103, 0.136, 0.129, 0.113, 0.090, 0.059, -0.034, 0.073, 0.000, 0.039],
  "gap_ev": [6.2, 6.3],
  "total_energy_ha": -1200.87492,
  "largest_force_ev_per_a": 4.667,
  "relative_energy_kj_mol": 20.1,
  "total_charge": -1
}

Entry 3:
{
  "formula": "C8H10O3",
  "method": "ωB97M-V with the def2-TZVPD basis set",
  "species": ["C", "C", "C", "C", "C", "C", "C", "C", "O", "O", "O", "H", "H", "H", "H", "H", "H", "H", "H", "H", "H"],
  "coordinates": [[1.69674, -1.28873, -0.14049], [0.39046, -1.25620, 0.01723], [-0.41374, -0.21383, 0.53918], [2.28106, 1.07320, -0.44692], [2.62746, -0.16179, -0.21342], [-0.36019, -2.55395, 0.08226], [-1.88893, 2.63601, -0.24523], [-2.31091, 1.24046, 0.38674], [3.99077, -0.66019, -0.11303], [1.74458, 2.03724, -0.82189], [-1.51915, 0.15001, -0.18814], [2.08563, -2.23259, -0.42907], [-1.33876, -2.28400, 0.54793], [0.28351, -3.19193, 0.77792], [-0.50354, -3.03825, -0.85035], [-0.80934, 2.54999, -0.41325], [-2.35462, 2.79108, -1.09408], [-2.12816, 3.42683, 0.50936], [-3.24272, 0.97175, -0.05815], [-2.31664, 1.18075, 1.53871], [4.08650, -1.17585, 0.61468]],
  "atomic_forces_ev_per_a": [[0.3455, 1.7613, -0.7210], [-1.3887, -0.5277, -0.0801], [-2.0186, 2.6489, -0.6343], [-1.1383, 0.6074, -0.5613], [2.4164, -3.3528, 0.8648], [0.1203, -0.1946, 2.2751], [2.3559, -2.0317, 5.8595], [0.4339, 0.4831, 0.1818], [-1.4574, 4.0710, -3.9337], [0.6334, 0.1872, 0.2354], [2.9523, -0.7444, 1.5460], [0.8039, -0.6619, -0.1135], [0.5746, -1.0274, -0.2602], [-1.3807, 0.4094, -0.8868], [-0.1774, -0.3579, -0.8914], [-0.1625, 0.4846, 0.1321], [-2.3693, 0.7922, -4.2227], [0.3487, -0.5106, -0.7853], [-1.1573, 0.0513, 0.3967], [0.2137, 0.1332, -1.9855], [0.0514, -2.2207, 3.5843]],
  "lowdin_charge": [-0.030, -0.346, 0.045, -0.088, -0.234, -0.042, -0.029, -0.191, 0.028, 0.184, -0.112, 0.121, 0.086, 0.116, 0.070, 0.062, 0.005, 0.094, 0.093, 0.139, 0.029],
  "gap_ev": [8.0, 8.0],
  "total_energy_ha": -536.33406,
  "largest_force_ev_per_a": 6.634,
  "relative_energy_kj_mol": 577.6
}

Entry 4:
{
  "formula": "C8H10OS",
  "method": "ωB97M-V with the def2-TZVPD basis set",
  "species": ["C", "C", "C", "C", "C", "C", "C", "C", "O", "S", "H", "H", "H", "H", "H", "H", "H", "H", "H", "H"],
  "coordinates": [[2.03528, 1.04482, -0.45792], [1.84938, 1.96290, 0.67724], [1.40659, -0.07292, -0.59720], [1.03205, 1.63989, 1.68901], [0.17958, -0.48580, 0.57098], [0.04945, 0.48018, 1.62452], [-1.36776, -1.08199, -1.39400], [-0.90988, -1.41134, 0.05501], [-1.16388, 0.76529, 2.33695], [0.81714, -1.13529, 2.06278], [2.78936, 1.41212, -1.19045], [2.55954, 2.72667, 0.72915], [1.49164, -0.77568, -1.42170], [1.05716, 2.12088, 2.63482], [-1.86803, -0.06167, -1.24717], [-2.05497, -1.79833, -1.71536], [-0.51794, -1.04622, -1.97365], [-0.39928, -2.32006, 0.11360], [-1.72239, -1.31289, 0.87855], [-1.67142, -0.02664, 2.08673]],
  "atomic_forces_ev_per_a": [[1.5062, 2.7950, -0.4721], [-0.9192, -2.2131, 0.3169], [-4.0230, -2.7369, 1.9170], [-0.7332, -0.7820, -0.8644], [2.3758, 0.3481, -4.4560], [0.3359, 2.1321, 1.9789], [-1.4649, 2.3102, 4.0037], [-1.1861, 2.3205, 0.3852], [1.2140, -0.8134, -1.7621], [1.2351, -0.4441, 1.7985], [-0.5809, -0.6558, 0.4156], [0.7537, 1.2708, 0.3970], [0.1988, 0.1636, 0.2116], [-0.1668, 0.6902, 0.5474], [0.6392, -1.2939, -1.0159], [-1.1364, -1.0079, -0.7327], [1.5303, 0.2815, -1.6261], [-0.0166, -1.9437, 0.0425], [0.8751, -0.8771, -1.7325], [-0.4371, 0.4558, 0.6474]],
  "lowdin_charge": [-0.132, -0.069, 0.001, -0.029, -0.645, -0.636, -0.057, -0.240, -0.014, 0.963, 0.118, 0.083, 0.097, 0.106, 0.118, 0.049, 0.022, 0.071, 0.128, 0.068],
  "smiles": "CC[C@@]12C=CC=C[C@]1(O)S2",
  "gap_ev": 9.2,
  "total_energy_ha": -784.15514,
  "largest_force_ev_per_a": 5.230,
  "relative_energy_kj_mol": 176.9
}

Entry 5:
{
  "formula": "C8H10Se",
  "method": "ωB97M-V with the def2-TZVPD basis set",
  "species": ["C", "C", "C", "C", "C", "C", "C", "C", "Se", "H", "H", "H", "H", "H", "H", "H", "H", "H", "H"],
  "coordinates": [[2.44483, 1.29433, -0.02969], [1.67131, 1.54723, 1.11407], [1.90651, 0.47386, -0.98729], [0.47912, 0.88351, 1.32720], [0.60060, -0.10872, -0.83440], [-0.10635, 0.00649, 0.34479], [-1.67686, -1.83551, -0.44972], [-1.59856, -0.65656, 0.48923], [-2.99575, 0.61256, 0.16895], [3.42074, 1.66023, -0.17339], [2.06029, 2.30080, 1.78195], [2.53548, 0.26642, -1.89836], [-0.06591, 1.19161, 2.21708], [0.27592, -0.88106, -1.48771], [-1.63011, -1.69125, -1.55781], [-2.42519, -2.51362, -0.16881], [-0.64482, -2.40169, -0.28783], [-1.74314, -0.85436, 1.56233], [-2.50811, 0.70573, -1.13060]],
  "atomic_forces_ev_per_a": [[-1.6440, -0.7852, 0.1420], [0.5224, -0.2292, -0.5203], [-0.4201, -0.8446, -1.2038], [-1.0566, 0.1572, -0.4606], [1.7234, -0.2027, 0.7832], [-0.9605, 1.2526, 0.9284], [3.7632, -1.3121, -0.0011], [2.9703, 1.0742, 0.1744], [-0.9177, 0.4455, 1.2864], [0.9409, 0.7103, 0.0189], [-0.2289, -0.1483, 0.5091], [-0.9947, 0.0624, 0.9443], [-0.1518, -0.4095, -0.0646], [-0.0988, -0.0285, -1.0464], [-0.6363, 0.5388, 1.0392], [-1.2786, -0.8305, 0.0975], [-2.0695, 0.6923, -0.1548], [0.2297, -0.6706, -0.4902], [0.3075, 0.5279, -1.9818]],
  "lowdin_charge": [-0.105, -0.091, -0.076, -0.053, -0.065, -0.220, -0.182, -0.685, 0.839, 0.086, 0.099, 0.117, 0.106, 0.074, 0.086, 0.047, 0.122, 0.082, -0.182],
  "smiles": "C[C@H]([SeH])c1ccccc1",
  "gap_ev": 9.5,
  "total_energy_ha": -2712.21643,
  "largest_force_ev_per_a": 3.985,
  "relative_energy_kj_mol": 0.3
}

Entry 6:
{
  "formula": "C8H11AuNO5",
  "method": "ωB97M-V with the def2-TZVPD basis set",
  "species": ["Au", "O", "C", "C", "O", "C", "O", "C", "O", "H", "H", "C", "N", "C", "C", "C", "O", "H", "H", "H", "H", "H", "H", "H", "H", "H"],
  "coordinates": [[0.65309, 0.07674, -1.69934], [0.09395, 3.17499, -2.08781], [0.34358, 2.06441, -2.08631], [0.35331, -1.84738, -2.16619], [0.10396, -2.96752, -2.18056], [3.12059, 0.12803, -2.28368], [4.23350, 0.15616, -2.36464], [-2.52747, 0.08604, -2.44861], [-3.65141, 0.09028, -2.34723], [0.52279, 0.51088, -5.10372], [0.52406, -0.22916, -5.11171], [-0.16721, -0.27320, 3.51740], [-0.69016, -0.00350, 2.18806], [-2.05504, 0.43037, 1.93919], [0.01794, -0.04241, 1.08413], [1.48679, -0.46984, 1.01193], [-0.72234, 0.24701, 0.09580], [-1.04046, -0.09790, 4.13074], [0.67670, 0.41957, 3.68699], [0.19825, -1.31451, 3.50103], [-2.09994, 1.43495, 1.49132], [-2.58403, -0.24852, 1.25654], [-2.49023, 0.42011, 2.91523], [1.70079, -1.34703, 0.38474], [2.14163, 0.33668, 0.67032], [1.85737, -0.73526, 2.00637]],
  "atomic_forces_ev_per_a": [[0.4415, 0.7960, -2.0757], [0.7788, -3.5709, -0.3429], [-0.6645, 4.4725, 0.6723], [-1.0408, -5.8900, 0.5765], [0.9881, 4.4787, -0.3511], [0.0749, 0.0022, 0.0369], [-0.7421, -0.0202, -0.0426], [-1.4043, -0.0019, 0.1878], [1.5219, -0.0027, -0.2125], [0.0034, 0.2426, 0.0369], [0.0045, -0.2440, 0.0297], [-0.8073, 0.2218, -0.9505], [-1.4848, 0.6557, 2.1515], [-0.6896, -0.1173, 1.6088], [1.6813, -0.7179, -3.9097], [-0.3180, 0.1406, 0.8448], [2.7260, -0.5765, -0.5893], [0.4675, -0.2344, 0.8889], [-0.1198, -0.1678, 0.2553], [-0.0077, 0.1003, 0.3954], [0.1425, -0.1418, 0.2029], [0.1028, -0.0064, 0.2186], [-0.8396, 0.2004, 0.3379], [-0.5644, 0.0610, 0.1098], [-0.2339, 0.2869, 0.0499], [-0.0165, 0.0333, -0.1294]],
  "lowdin_charge": [0.933, 0.277, -0.035, -0.057, 0.271, 0.052, 0.239, 0.020, 0.129, 0.032, 0.031, 0.123, 0.012, 0.091, -0.352, 0.041, -0.040, 0.128, 0.170, 0.167, 0.165, 0.159, 0.121, 0.103, 0.109, 0.109],
  "gap_ev": [10.6, 6.7],
  "total_energy_ha": -876.68995,
  "largest_force_ev_per_a": 6.009,
  "total_charge": 3,
  "multiplicity": 3,
  "s_squared": 2.02
}